i:
This record from the OMol25 dataset describes a gas-phase ion, C2H2O4P (charge -1). The level of theory is ωB97M-V/def2-TZVPD.

Geometry as XYZ:
```
9
Properties=species:S:1:pos:R:3:nbo_charge:R:1
C 0.492 -1.898 0.084 0.703
C 0.424 -0.404 0.571 0.718
O 0.789 -1.774 -1.087 -0.683
O 0.412 -2.841 0.834 -0.701
O 1.267 0.360 0.857 -0.556
O -0.970 0.191 -0.014 -0.917
P -1.309 1.808 -0.224 0.590
H -0.152 2.319 0.524 -0.059
H -0.952 2.240 -1.545 -0.095
```

Its SMILES is O=C([O-])C(=O)OP. As for the charge: -1. The value obtained for the HOMO-LUMO gap is 8.96 eV. For the highest occupied orbital energy, the calculation gives -4.924 eV.

ii:
This record from the OMol25 dataset describes a gas-phase ion, C2H2O4P (charge -1). The level of theory is ωB97M-V/def2-TZVPD.

Geometry as XYZ:
```
9
Properties=species:S:1:pos:R:3:nbo_charge:R:1
C 1.504 -0.428 -0.060 0.600
C 0.402 -0.535 -0.953 -0.298
O 2.420 -1.099 0.301 -0.612
O -2.245 -1.159 -0.263 -1.116
O 1.327 0.960 0.220 -0.702
O -0.992 0.608 1.092 -1.112
P -1.189 -0.167 -0.198 1.944
H 0.274 0.838 0.781 0.495
H -1.501 0.981 -0.921 -0.199
```

As for the charge: -1. The value obtained for the HOMO-LUMO gap is 8.30 eV. For the highest occupied orbital energy, the calculation gives -5.630 eV.

In terms of stability, i leads; the second structure lies 1.175 eV higher.

i:
This record from the OMol25 dataset describes 2 unconnected molecules or ions with the total composition C3H13N2O. The level of theory is ωB97M-V/def2-TZVPD.

Geometry as XYZ:
```
19
Properties=species:S:1:pos:R:3:nbo_charge:R:1
N -0.554 -0.706 -1.592 -1.022
C -0.436 -1.586 -0.377 -0.388
C 0.711 -1.129 0.523 -0.266
N 1.055 0.263 0.371 -0.671
C 0.882 1.088 1.561 -0.420
H -1.564 -0.663 -1.853 0.332
H -0.225 0.213 -1.296 0.440
H 0.017 -1.076 -2.390 0.267
H -1.416 -1.573 0.108 0.203
H -0.316 -2.606 -0.737 0.210
H 0.520 -1.408 1.557 0.199
H 1.555 -1.793 0.302 0.203
H 1.986 0.387 0.001 0.376
H 0.678 2.130 1.339 0.185
H 1.731 1.134 2.269 0.183
H 0.063 0.693 2.170 0.200
H -0.809 2.346 -0.460 0.467
H -2.331 2.199 -0.471 0.469
O -1.547 2.088 -1.029 -0.964
```

Its multiplicity is 2. The value obtained for the HOMO-LUMO gap (spin up / spin down) is 3.79 / 10.31 eV. For the highest occupied orbital energy (spin up / spin down), the calculation gives -3.028 / -9.799 eV.

ii:
This record from the OMol25 dataset describes 2 unconnected molecules or ions with the total composition C3H13N2O. The level of theory is ωB97M-V/def2-TZVPD.

Geometry as XYZ:
```
19
Properties=species:S:1:pos:R:3:nbo_charge:R:1
C -0.034 -0.150 -1.906 -0.272
N -1.361 -0.937 -1.969 -0.842
C 0.740 -0.547 -0.630 -0.274
N -0.251 -0.542 0.532 -0.815
C -0.963 0.784 0.900 -0.535
H 0.681 -0.584 -2.636 0.205
H -0.108 0.938 -2.193 0.194
H -2.131 -0.345 -1.547 0.349
H -1.539 -0.906 -2.933 0.356
H 0.962 -1.623 -0.627 0.221
H 1.620 0.154 -0.388 0.242
H 0.282 -0.818 1.403 0.302
H -1.068 -1.204 0.524 0.316
H -0.360 1.531 1.525 0.244
H -1.242 1.363 -0.005 0.200
H -1.866 0.489 1.421 0.205
H 2.690 1.384 2.723 0.458
H 1.990 0.257 3.300 0.447
O 1.958 0.756 2.507 -1.002
```

Its multiplicity is 2. The value obtained for the HOMO-LUMO gap (spin up / spin down) is 3.73 / 10.95 eV. For the highest occupied orbital energy (spin up / spin down), the calculation gives -2.853 / -10.381 eV.

In terms of stability, i leads; the second structure lies 0.782 eV higher.

i:
This record from the OMol25 dataset describes a molecular structure, C6H13N4. The level of theory is ωB97M-V/def2-TZVPD.

Geometry as XYZ:
```
23
Properties=species:S:1:pos:R:3:nbo_charge:R:1
C 2.457 1.334 0.362 0.169
C -1.415 -2.014 -0.041 -0.615
C -1.633 1.942 -0.078 -0.708
C 3.508 -0.977 -0.007 -0.424
C -1.863 -0.620 0.509 -0.461
C -1.385 0.573 -0.257 0.188
N 1.182 1.720 0.264 -0.232
N 1.263 -0.372 -0.266 -0.009
N 2.472 0.041 0.057 -0.126
N 0.508 0.677 -0.115 0.013
H 3.220 2.089 0.611 0.274
H -1.601 -1.921 -1.076 0.203
H -2.231 -2.546 0.435 0.235
H -0.487 -2.530 0.070 0.242
H -1.411 2.271 0.902 0.244
H -1.010 2.495 -0.685 0.256
H -2.673 2.259 -0.366 0.279
H 2.900 -1.894 0.194 0.253
H 4.077 -1.001 -1.027 0.253
H 4.237 -0.833 0.736 0.238
H -3.004 -0.311 0.469 0.270
H -1.613 -0.667 1.548 0.240
H -1.384 0.245 -1.334 0.218
```

As for the charge: +1. The value obtained for the HOMO-LUMO gap is 11.82 eV. For the highest occupied orbital energy, the calculation gives -15.087 eV.

ii:
This record from the OMol25 dataset describes 3 unconnected molecules or ions with the total composition C6H13N4. The level of theory is ωB97M-V/def2-TZVPD.

Geometry as XYZ:
```
23
Properties=species:S:1:pos:R:3:nbo_charge:R:1
C 3.372 -0.466 0.229 -0.028
C 2.257 0.288 0.250 -0.112
C 1.848 -1.682 -0.558 0.221
C -3.013 -1.704 -0.026 -0.718
C -1.614 -1.947 0.274 -0.178
C -0.019 -0.307 -0.089 0.558
N 3.098 -1.716 -0.173 -0.377
N 1.251 -0.478 -0.349 -0.457
N -0.593 0.820 0.199 -0.748
N -0.066 3.534 -0.292 -1.101
H 4.281 -0.081 0.572 0.230
H 2.063 1.302 0.616 0.226
H 1.317 -2.568 -0.981 0.225
H -3.259 -1.555 -1.005 0.246
H -3.394 -0.808 0.407 0.224
H -3.728 -2.647 0.261 0.298
H -1.283 -1.826 1.343 0.223
H -1.162 -2.906 -0.260 0.237
H -1.587 1.010 0.430 0.436
H -0.087 1.742 0.140 0.443
H 0.520 3.897 0.443 0.372
H 0.509 3.752 -1.191 0.391
H -0.711 4.346 -0.240 0.392
```

As for the charge: +1. The value obtained for the HOMO-LUMO gap is 8.82 eV. For the highest occupied orbital energy, the calculation gives -12.981 eV.

iii:
This record from the OMol25 dataset describes a gas-phase ion, C6H13N4 (charge +1). The level of theory is ωB97M-V/def2-TZVPD.

Geometry as XYZ:
```
23
Properties=species:S:1:pos:R:3:nbo_charge:R:1
C 0.335 1.650 -0.353 0.218
C -1.241 0.062 -0.090 0.301
C 0.005 -0.533 -0.300 0.241
C 3.109 -0.081 0.883 -0.622
C -3.590 0.044 0.133 -0.425
C 2.377 0.227 -0.483 -0.206
N -0.959 1.472 -0.092 -0.488
N 0.951 0.477 -0.369 -0.285
N 0.136 -1.803 -0.474 -0.822
N -2.362 -0.552 0.322 -0.585
H 0.785 2.624 -0.635 0.247
H 2.888 -1.094 1.323 0.220
H 3.009 0.698 1.632 0.229
H 4.129 -0.135 0.706 0.235
H -3.809 0.748 1.074 0.200
H -3.834 0.684 -0.822 0.196
H -4.309 -0.710 0.104 0.232
H 2.423 -0.727 -1.113 0.210
H 2.868 1.016 -0.935 0.229
H -1.565 2.265 -0.260 0.450
H -0.122 -2.492 0.323 0.399
H 1.038 -2.278 -0.738 0.415
H -2.260 -1.563 0.166 0.411
```

Its SMILES is CC[n+]1c[nH]c(NC)c1N. As for the charge: +1. The value obtained for the HOMO-LUMO gap is 8.77 eV. For the highest occupied orbital energy, the calculation gives -11.393 eV.

In terms of stability, iii leads; the second structure lies 2.369 eV higher.

i:
This record from the OMol25 dataset describes a gas-phase ion, C6H13N4 (charge +1). The level of theory is ωB97M-V/def2-TZVPD.

Geometry as XYZ:
```
23
Properties=species:S:1:pos:R:3:nbo_charge:R:1
C 1.816 1.077 1.110 -0.189
C -0.544 0.627 1.106 -0.060
C 2.222 -0.163 -1.575 -0.672
C -2.436 0.804 -0.580 -0.411
C 0.956 0.239 -0.867 -0.066
C -0.970 -1.169 -0.277 0.204
N -0.255 -2.370 1.709 -0.171
N 0.826 0.527 0.412 -0.289
N -0.806 -2.022 0.676 -0.062
N -1.549 0.009 0.241 -0.399
H 1.704 1.451 2.037 0.197
H 2.814 1.289 0.684 0.216
H -0.410 -0.055 1.991 0.227
H -0.902 1.708 1.396 0.263
H 2.848 0.756 -1.880 0.238
H 2.811 -0.801 -0.917 0.234
H 2.062 -0.722 -2.532 0.252
H -2.530 1.823 -0.107 0.234
H -3.390 0.244 -0.484 0.227
H -2.207 0.874 -1.582 0.206
H 0.076 0.347 -1.510 0.208
H -1.220 -1.452 -1.258 0.247
H -0.915 -3.022 2.208 0.367
```

As for the charge: +1. The value obtained for the HOMO-LUMO gap (spin up / spin down) is 6.31 / 5.75 eV. For the highest occupied orbital energy (spin up / spin down), the calculation gives -11.056 / -10.729 eV.

ii:
This record from the OMol25 dataset describes a gas-phase ion, C6H13N4 (charge +1). The level of theory is ωB97M-V/def2-TZVPD.

Geometry as XYZ:
```
23
Properties=species:S:1:pos:R:3:nbo_charge:R:1
C 0.970 1.819 -0.698 -0.445
C 1.973 0.799 -0.203 -0.404
C -0.039 1.928 0.515 -0.237
C 1.258 -0.557 -0.013 -0.148
C -0.083 -0.693 0.786 0.124
C -2.035 -2.302 -0.069 -0.422
N 0.838 -1.139 -1.303 -0.179
N -0.197 -1.778 -1.199 0.062
N -0.759 -1.648 0.023 -0.312
N -0.861 0.698 0.438 -0.576
H 1.524 2.789 -0.859 0.263
H 0.413 1.677 -1.712 0.240
H 2.824 0.737 -0.856 0.263
H 2.346 1.180 0.792 0.225
H 0.526 1.901 1.501 0.224
H -0.769 2.771 0.478 0.242
H 1.957 -1.184 0.428 0.250
H -0.042 -0.842 1.828 0.245
H -2.227 -2.615 -1.118 0.266
H -2.150 -3.156 0.600 0.224
H -2.832 -1.644 0.240 0.193
H -1.708 0.763 1.018 0.447
H -0.925 0.496 -0.617 0.455
```

Its SMILES is CN1N=N[C@H]2CCC[NH2+][C@H]21. As for the charge: +1. The value obtained for the HOMO-LUMO gap is 10.30 eV. For the highest occupied orbital energy, the calculation gives -13.527 eV.

In terms of stability, ii leads; the second structure lies 3.863 eV higher.

i:
This record from the OMol25 dataset describes a single C3H4ClFO2 molecule. The level of theory is ωB97M-V/def2-TZVPD.

Geometry as XYZ:
```
11
Properties=species:S:1:pos:R:3:nbo_charge:R:1
C 0.802 0.411 -0.429 -0.559
C -0.094 -0.808 0.205 -0.076
C 2.039 0.528 0.157 0.346
O 0.386 -2.018 -0.086 -0.162
O 1.399 -2.317 0.769 -0.209
F 2.217 0.600 1.532 -0.325
Cl 3.491 0.477 -0.670 0.073
H 0.781 0.510 -1.514 0.262
H 0.041 1.207 -0.127 0.235
H -0.084 -0.694 1.374 0.214
H -1.041 -0.562 -0.284 0.202
```

The value obtained for the HOMO-LUMO gap (spin up / spin down) is 6.67 / 10.38 eV. For the highest occupied orbital energy (spin up / spin down), the calculation gives -7.826 / -10.464 eV.

ii:
This record from the OMol25 dataset describes a single C3H4ClFO2 molecule. The level of theory is ωB97M-V/def2-TZVPD.

Geometry as XYZ:
```
11
Properties=species:S:1:pos:R:3:nbo_charge:R:1
C -0.197 0.748 -0.198 -0.526
C -1.121 -0.588 -0.120 -0.066
C 1.151 0.234 0.244 0.495
O -0.234 -1.652 -0.361 -0.247
O 0.874 -1.497 0.374 -0.255
F 1.514 0.476 1.552 -0.328
Cl 2.426 0.675 -0.759 0.068
H -0.174 1.218 -1.223 0.239
H -0.702 1.380 0.458 0.245
H -1.569 -0.596 0.825 0.170
H -1.970 -0.399 -0.793 0.206
```

Its SMILES is F[C@]1(Cl)CCOO1. The value obtained for the HOMO-LUMO gap is 10.22 eV. For the highest occupied orbital energy, the calculation gives -9.509 eV.

In terms of stability, ii leads; the second structure lies 2.112 eV higher.